{"formula": "C33H51BN10S3V", "method": "ωB97M-V/def2-TZVPD", "e_lumo_ev": [-6.76, -6.15], "spin_multiplicity": 2, "total_energy_ha": -3998.65814, "e_homo_ha": [-0.5025, -0.5004], "total_charge": 2, "mol_weight_g_mol": 745.8, "relative_energy_kj_mol": 0.00, "fmax_ev_per_a": 0.49, "orbital_gap_ev": [6.914, 7.469], "elements": ["V", "C", "C", "C", "C", "N", "N", "B", "N", "N", "C", "C", "C", "C", "C", "S", "C", "C", "C", "C", "N", "N", "C", "C", "C", "C", "C", "S", "C", "C", "C", "C", "C", "S", "C", "C", "C", "C", "H", "H", "H", "H", "H", "H", "H", "H", "H", "H", "H", "H", "H", "H", "H", "H", "H", "H", "H", "H", "H", "H", "H", "H", "H", "H", "H", "H", "H", "H", "H", "H", "H", "H", "H", "H", "H", "H", "H", "C", "N", "C", "N", "C", "N", "C", "N", "C", "C", "H", "H", "H", "H", "H", "H", "H", "H", "H", "H", "H", "H"], "coordinates": [[-0.16704, -0.34162, 0.25142], [-4.89746, 1.46294, -0.54323], [-3.63825, 2.18516, -0.89225], [-3.59801, 3.24879, -1.75624], [-2.38180, 3.89264, -2.04118], [-1.25197, 3.49008, -1.48435], [-1.27689, 2.45078, -0.66587], [0.08418, 1.91512, -0.03970], [1.31535, 2.38933, -0.88880], [1.57584, 3.69966, -1.03371], [2.67851, 4.04254, -1.65953], [3.59729, 3.07114, -2.12753], [3.31488, 1.74241, -2.03062], [4.21749, 0.66892, -2.54250], [2.09388, 1.43289, -1.38832], [1.58912, -0.22159, -1.20421], [2.99789, 5.51310, -1.86553], [1.79907, 6.39889, -1.55761], [3.38361, 5.74513, -3.33651], [4.18083, 5.86840, -0.95441], [0.20285, 2.45427, 1.44973], [-0.00358, 3.76695, 1.55705], [-0.01572, 4.32179, 2.75158], [0.17818, 3.54163, 3.90697], [0.43509, 2.20280, 3.80728], [0.67244, 1.34003, 5.00288], [0.43937, 1.66118, 2.50093], [0.74034, -0.04709, 2.30418], [-0.21051, 5.82864, 2.79242], [1.13155, 6.45601, 2.38773], [-0.58756, 6.31900, 4.19055], [-1.30630, 6.22550, 1.80045], [-2.39785, 1.78496, -0.36999], [-2.25637, 0.42341, 0.71820], [-2.27261, 5.09063, -2.97351], [-1.89510, 6.31138, -2.12400], [-3.59070, 5.37884, -3.69235], [-1.18440, 4.79824, -4.01451], [-5.75360, 1.93618, -1.01759], [-5.05394, 1.45808, 0.53602], [-4.84914, 0.42253, -0.86790], [-4.50847, 3.59190, -2.22567], [4.52416, 3.39490, -2.58018], [5.08534, 1.10466, -3.03170], [3.69582, 0.03476, -3.26005], [4.55867, 0.02839, -1.72850], [0.99524, 6.20773, -2.26395], [2.09413, 7.44354, -1.65862], [1.40674, 6.24743, -0.55698], [2.56726, 5.46793, -4.00546], [4.27635, 5.19744, -3.63676], [3.59380, 6.80382, -3.48490], [3.94205, 5.68838, 0.09508], [4.42293, 6.92506, -1.06752], [5.07666, 5.29774, -1.20450], [0.13043, 4.00594, 4.88132], [0.61513, 1.92949, 5.91466], [1.65652, 0.87195, 4.95272], [-0.06580, 0.53878, 5.05465], [1.90746, 6.23268, 3.12251], [1.03014, 7.53923, 2.32528], [1.45849, 6.07724, 1.42233], [0.19082, 6.11851, 4.92757], [-1.52534, 5.88256, 4.53938], [-0.72130, 7.39971, 4.16073], [-1.05244, 5.91097, 0.79026], [-1.42526, 7.30866, 1.80584], [-2.26489, 5.78064, 2.07420], [-2.72493, 6.61253, -1.48223], [-1.65477, 7.15063, -2.77672], [-1.03210, 6.10185, -1.49684], [-4.40232, 5.59611, -2.99657], [-3.89312, 4.55922, -4.34706], [-3.46575, 6.26307, -4.31672], [-0.24217, 4.53661, -3.53453], [-1.02411, 5.68260, -4.63157], [-1.47705, 3.97809, -4.67208], [-0.21072, -2.95954, -1.33763], [0.12651, -2.44249, 0.04567], [1.43904, -3.07713, 0.44403], [1.37393, -4.51190, 0.38936], [1.03662, -4.93155, -0.97240], [-0.26636, -4.39351, -1.37849], [-1.28692, -4.86775, -0.44332], [-0.97704, -4.44848, 0.92572], [-0.92987, -3.01515, 0.98409], [0.33428, -4.98713, 1.30176], [0.55710, -2.59182, -2.02061], [-1.17926, -2.53548, -1.62492], [1.67216, -2.74617, 1.45928], [2.20560, -2.70498, -0.23702], [1.00268, -6.01945, -1.01446], [1.80391, -4.57722, -1.66235], [-1.33163, -5.95556, -0.48041], [-2.26002, -4.46786, -0.73396], [-0.68718, -2.68818, 1.99928], [-1.89894, -2.60013, 0.68666], [0.29319, -6.07499, 1.26729], [0.57417, -4.67792, 2.32036]], "atomic_forces_ev_per_a": [[0.18, 0.18, 0.42], [-0.03, -0.01, 0.00], [0.06, 0.09, -0.05], [0.00, 0.03, 0.05], [0.09, -0.02, 0.03], [-0.04, -0.03, -0.11], [0.03, -0.12, -0.04], [-0.07, 0.08, 0.04], [0.14, -0.13, 0.01], [0.12, 0.00, 0.10], [-0.02, -0.04, 0.00], [-0.11, -0.02, 0.00], [-0.08, 0.13, 0.04], [0.02, -0.02, -0.05], [-0.08, -0.19, -0.02], [-0.22, 0.24, -0.07], [-0.01, -0.01, -0.06], [0.00, 0.07, 0.01], [0.03, -0.01, 0.04], [0.00, 0.05, 0.04], [-0.04, 0.02, -0.04], [-0.12, 0.02, 0.10], [-0.06, -0.05, -0.12], [0.08, 0.01, -0.01], [-0.02, 0.08, -0.07], [0.01, -0.01, 0.03], [0.04, -0.10, 0.05], [-0.01, 0.05, -0.13], [0.02, -0.01, 0.02], [0.01, 0.01, 0.05], [-0.04, -0.01, 0.01], [0.04, 0.06, -0.05], [0.08, -0.11, 0.15], [-0.03, 0.09, -0.21], [-0.02, -0.03, -0.02], [0.00, 0.01, 0.01], [0.01, 0.00, -0.04], [0.06, 0.07, 0.02], [-0.01, -0.01, 0.00], [0.00, 0.00, 0.02], [0.00, -0.01, 0.00], [-0.02, 0.00, 0.00], [0.01, -0.02, -0.02], [0.01, -0.01, 0.01], [0.00, -0.01, -0.01], [0.00, -0.01, 0.02], [-0.07, -0.02, -0.06], [0.00, 0.01, 0.00], [0.00, -0.04, 0.06], [-0.01, -0.01, -0.01], [0.02, 0.01, 0.00], [-0.01, 0.02, 0.00], [-0.02, 0.00, 0.02], [0.01, 0.01, -0.02], [0.00, -0.02, 0.00], [0.00, -0.01, 0.01], [0.00, 0.00, 0.00], [0.01, -0.01, 0.00], [0.00, -0.01, 0.00], [0.01, 0.00, 0.02], [0.00, 0.02, -0.01], [0.01, -0.01, -0.05], [0.02, 0.02, 0.00], [-0.01, -0.03, 0.01], [-0.01, 0.01, -0.01], [0.00, -0.01, -0.03], [0.00, 0.02, 0.00], [-0.01, -0.02, 0.01], [-0.01, -0.01, 0.03], [-0.02, 0.03, -0.01], [0.05, -0.01, 0.01], [-0.01, 0.03, 0.01], [-0.01, -0.03, 0.02], [0.02, -0.01, -0.01], [0.04, 0.02, 0.02], [-0.02, 0.00, -0.02], [-0.01, -0.02, 0.01], [0.01, 0.12, -0.01], [-0.06, -0.24, -0.13], [0.05, 0.13, 0.01], [0.08, -0.02, 0.03], [0.00, -0.01, -0.01], [-0.01, -0.04, -0.09], [-0.01, -0.02, 0.00], [-0.06, -0.02, 0.09], [0.03, 0.12, -0.04], [-0.01, -0.02, 0.02], [-0.04, -0.05, 0.00], [0.02, -0.03, -0.01], [0.01, -0.03, -0.03], [-0.01, -0.04, 0.03], [0.00, 0.01, 0.00], [0.00, -0.01, 0.00], [0.00, 0.02, 0.00], [0.00, -0.01, 0.00], [-0.02, -0.02, -0.02], [0.02, -0.04, 0.03], [0.00, 0.01, 0.00], [0.00, 0.00, 0.00]]}